1.
This record from the Open Molecules 2025 dataset describes a structure of composition C57H42N8OP3SSe2V. The level of theory is ωB97M-V/def2-TZVPD.

- Net charge: +1
- Expectation value of S²: 3.76
- Kohn-Sham gap (spin up / spin down): 6.42 / 6.36 eV
- Highest occupied orbital energy (spin up / spin down): -9.516 / -9.527 eV
- Energy above the lowest of the compared OMol25 structures with the same formula, charge and spin: 1.24 kcal per mole
- Spin multiplicity: 4

Each line ends with the Mulliken spin population.
Geometry (Å):
V 1.01 -0.80 1.85  2.82
Se -2.57 -3.56 -3.23  0.00
P -3.09 -1.62 -2.59  0.00
C -2.90 -0.39 -3.91  0.00
C -2.04 -0.66 -4.97  0.00
C -1.91 0.24 -6.02  0.00
C -2.68 1.39 -6.04  0.00
C -3.56 1.66 -5.00  0.00
C -3.66 0.78 -3.93  0.00
C -4.82 -1.45 -2.07  0.00
C -5.74 -2.37 -2.56  0.00
C -7.09 -2.23 -2.25  0.00
C -7.51 -1.19 -1.45  0.00
C -6.59 -0.28 -0.95  0.00
C -5.25 -0.41 -1.25  0.00
C -2.13 -1.13 -1.12  -0.01
C -0.76 -0.93 -0.85  0.05
N -0.64 -0.98 0.50  -0.09
N -1.84 -1.16 1.03  0.04
N -2.73 -1.25 0.08  0.01
P 0.75 -0.67 -1.79  -0.02
Se 2.43 -0.57 -0.42  0.01
C 0.74 0.87 -2.71  0.01
C -0.28 1.80 -2.60  0.00
C -0.18 3.01 -3.27  0.00
C 0.94 3.31 -4.02  0.00
C 1.98 2.39 -4.11  0.00
C 1.89 1.18 -3.45  -0.01
C 0.93 -2.05 -2.92  0.00
C 1.24 -1.90 -4.27  0.00
C 1.39 -3.03 -5.07  0.00
C 1.23 -4.29 -4.54  0.00
C 0.91 -4.45 -3.19  0.00
C 0.75 -3.33 -2.39  0.01
H -1.49 -1.60 -4.97  0.00
H -1.24 0.01 -6.84  0.00
H -2.60 2.08 -6.87  0.00
H -4.17 2.55 -5.02  0.00
H -4.37 0.99 -3.14  0.00
H -5.39 -3.19 -3.18  0.00
H -7.80 -2.95 -2.64  0.00
H -8.56 -1.09 -1.21  0.00
H -6.92 0.53 -0.30  0.00
H -4.53 0.28 -0.84  0.00
H -1.16 1.58 -2.00  0.00
H -0.99 3.73 -3.20  0.00
H 1.01 4.26 -4.54  0.00
H 2.87 2.62 -4.69  0.00
H 2.72 0.49 -3.48  0.00
H 1.34 -0.92 -4.71  0.00
H 1.62 -2.91 -6.12  0.00
H 1.34 -5.17 -5.17  0.00
H 0.74 -5.43 -2.78  0.00
H 0.44 -3.44 -1.36  0.00
S 8.02 -3.72 2.00  0.00
N 6.66 -4.33 1.38  0.00
C 5.67 -3.53 1.77  0.00
C 4.27 -3.72 1.45  0.00
C 3.78 -4.79 0.71  0.00
C 2.42 -4.89 0.51  0.00
C 1.59 -3.91 1.05  0.04
N 2.05 -2.87 1.73  0.03
C 3.37 -2.77 1.94  0.02
C 3.83 -1.62 2.72  0.02
N 2.89 -0.73 3.10  -0.05
C 3.23 0.24 3.94  0.02
C 4.54 0.43 4.38  0.00
C 5.53 -0.42 3.92  0.01
C 5.17 -1.48 3.08  -0.01
C 6.11 -2.45 2.57  0.00
N 7.42 -2.44 2.78  0.00
H 4.46 -5.53 0.32  0.00
H 1.99 -5.71 -0.05  0.00
H 0.51 -3.97 0.93  -0.01
H 2.45 0.90 4.27  0.00
H 4.76 1.24 5.06  0.00
H 6.56 -0.30 4.21  0.00
O -0.13 -2.81 3.64  0.02
N -0.10 -1.42 3.52  -0.05
C -0.83 -0.90 4.43  0.09
C -1.17 0.51 4.65  0.02
C -1.98 0.70 5.77  0.01
C -2.46 1.95 6.12  -0.01
C -2.14 3.04 5.32  0.01
C -1.35 2.86 4.21  -0.01
C -0.83 1.62 3.86  0.00
P 0.20 1.54 2.35  -0.02
C 1.60 2.67 2.65  -0.03
C 1.76 3.48 3.77  0.01
C 2.92 4.23 3.93  0.00
C 3.91 4.20 2.97  0.00
C 3.76 3.40 1.84  0.00
C 2.62 2.63 1.69  0.03
C -0.87 2.48 1.21  0.02
C -2.22 2.15 1.10  0.00
C -3.07 2.88 0.29  0.00
C -2.58 3.97 -0.43  0.00
C -1.23 4.30 -0.33  0.00
C -0.38 3.56 0.47  -0.01
H 0.71 -3.09 3.25  0.02
H -1.28 -1.60 5.12  0.00
H -2.25 -0.16 6.37  0.00
H -3.08 2.07 6.99  0.00
H -2.53 4.03 5.56  0.00
H -1.13 3.72 3.57  0.00
H 1.01 3.51 4.55  0.00
H 3.03 4.85 4.81  0.00
H 4.81 4.80 3.09  0.00
H 4.53 3.37 1.09  0.00
H 2.52 1.99 0.83  0.01
H -2.62 1.31 1.67  0.00
H -4.12 2.63 0.23  0.00
H -3.24 4.56 -1.05  0.00
H -0.84 5.16 -0.87  0.00
H 0.66 3.84 0.54  0.00

2.
This record from the Open Molecules 2025 dataset describes a cluster of 2 separate species, C4H7NOS in total in a non-equilibrium geometry. The level of theory is ωB97M-V/def2-TZVPD.

- Kohn-Sham gap: 9.26 eV
- Highest occupied orbital energy: -8.967 eV
- Energy above the lowest of the compared OMol25 structures with the same formula, charge and spin: 67.51 kcal per mole
- Spin multiplicity: 1

Each line ends with the natural charge from an NBO analysis.
Geometry (Å):
C -1.71 1.17 -0.45  -0.29
C -1.41 -0.02 0.06  -0.13
C -0.18 -0.32 0.68  0.28
C -2.41 -1.13 -0.17  -0.62
N 0.82 -0.59 1.18  -0.32
O 4.86 0.47 0.52  -0.83
S 3.79 0.05 -0.68  0.27
H -2.50 1.40 -1.03  0.19
H -1.13 2.07 -0.11  0.21
H -2.50 -1.68 0.79  0.23
H -1.93 -1.83 -0.83  0.23
H -3.33 -0.58 -0.60  0.23
H 2.78 -0.37 -0.04  0.09
H 4.86 1.34 0.69  0.47

3.
This record from the Open Molecules 2025 dataset describes the molecule H5N2PS2 in a non-equilibrium geometry. The level of theory is ωB97M-V/def2-TZVPD.

- Kohn-Sham gap: 8.84 eV
- Highest occupied orbital energy: -9.211 eV
- Energy above the lowest of the compared OMol25 structures with the same formula, charge and spin: 34.81 kcal per mole
- Spin multiplicity: 1

Each line ends with the natural charge from an NBO analysis.
Geometry (Å):
N 0.81 -1.39 0.65  -1.25
N -1.42 -0.08 0.85  -1.18
P -0.04 -0.30 -0.04  1.64
S -0.81 -0.49 -2.00  -0.26
S 0.84 2.11 -0.19  -0.47
H 1.55 -1.80 0.11  0.39
H -1.28 -0.35 1.81  0.42
H -1.86 0.83 0.74  0.42
H 0.38 -0.30 -2.55  0.16
H 1.84 1.78 0.62  0.14

4.
This record from the Open Molecules 2025 dataset describes a cluster of 2 separate species, C50H46N3O2 in total in a non-equilibrium geometry. The level of theory is ωB97M-V/def2-TZVPD.

- Net charge: +1
- Kohn-Sham gap: 3.96 eV
- Highest occupied orbital energy: -8.411 eV
- Energy above the lowest of the compared OMol25 structures with the same formula, charge and spin: 11.88 kcal per mole
- Spin multiplicity: 1

Each line ends with the Mulliken charge.
Geometry (Å):
C -6.34 -2.11 -0.28  -1.50
C -5.16 -1.21 -0.46  0.50
C -4.27 -0.93 0.58  -1.21
C -3.12 -0.16 0.37  0.72
C -2.22 0.21 1.52  -1.34
C -2.80 0.20 -0.94  -0.46
N -1.56 0.86 -1.19  1.60
C -0.29 0.31 -1.32  -0.94
C 0.30 -0.90 -0.75  1.47
C -0.49 -2.01 -0.16  1.11
C -0.18 -2.81 1.03  -1.17
C -1.44 -2.57 -1.10  0.62
C -1.47 -2.22 -2.47  0.06
C -2.43 -2.73 -3.34  -0.64
C -3.32 -3.71 -2.91  -0.72
C -3.29 -4.13 -1.57  -1.03
C -2.39 -3.55 -0.68  -0.74
O 1.56 -1.03 -0.86  -0.86
N 0.47 1.26 -1.92  1.36
C 1.88 1.33 -2.18  0.33
C 2.51 0.33 -2.96  0.87
C 1.74 -0.60 -3.83  -1.55
C 3.90 0.23 -2.87  -0.80
C 4.63 1.08 -2.04  0.56
C 6.07 0.76 -1.72  -1.58
C 4.00 2.19 -1.48  -1.11
C 2.61 2.38 -1.61  0.81
C 2.01 3.63 -1.07  -1.60
N -0.27 2.40 -2.16  -1.49
C -1.47 2.16 -1.71  0.55
C -2.55 3.12 -1.74  0.15
C -2.44 4.16 -2.69  -0.69
C -3.44 5.11 -2.82  -0.76
C -4.56 5.07 -1.98  -0.44
C -4.67 4.07 -1.00  -0.94
C -3.67 3.12 -0.86  0.37
C -3.72 0.03 -1.99  1.53
C -3.47 0.51 -3.39  -1.85
C -4.90 -0.67 -1.72  -0.98
H -7.19 -1.76 -0.88  0.40
H -6.11 -3.14 -0.59  0.20
H -6.64 -2.14 0.78  0.40
H -4.47 -1.33 1.59  0.40
H -1.83 1.23 1.43  0.12
H -2.78 0.14 2.46  0.73
H -1.37 -0.48 1.59  -0.18
H -0.46 -3.86 0.84  0.76
H 0.88 -2.84 1.29  -0.29
H -0.75 -2.47 1.91  0.07
H -0.71 -1.53 -2.85  0.09
H -2.46 -2.37 -4.37  0.45
H -4.04 -4.14 -3.60  0.41
H -3.97 -4.90 -1.21  0.48
H -2.43 -3.85 0.37  0.30
H 2.39 -0.95 -4.64  0.62
H 1.43 -1.49 -3.27  0.28
H 0.86 -0.12 -4.28  0.20
H 4.40 -0.56 -3.44  0.43
H 6.49 1.53 -1.07  0.38
H 6.16 -0.21 -1.21  0.30
H 6.68 0.70 -2.63  0.36
H 4.59 2.92 -0.93  0.36
H 2.78 4.42 -1.09  0.56
H 1.15 3.95 -1.66  0.29
H 1.70 3.52 -0.02  0.16
H -1.55 4.17 -3.33  0.42
H -3.35 5.89 -3.57  0.41
H -5.35 5.82 -2.08  0.40
H -5.54 4.03 -0.34  0.43
H -3.74 2.35 -0.08  0.44
H -4.15 -0.02 -4.07  0.58
H -3.68 1.58 -3.50  0.30
H -2.45 0.31 -3.73  0.18
H -5.60 -0.84 -2.54  0.45
C 6.23 -3.09 6.07  -0.35
C 5.91 -3.53 4.78  -0.76
C 4.77 -3.04 4.15  -0.42
C 3.93 -2.10 4.80  0.59
C 2.92 -1.43 4.03  0.80
O 2.48 -0.27 4.59  -0.51
C 1.88 0.69 3.77  0.23
C 1.49 0.39 2.45  0.00
C 1.00 1.46 1.66  0.74
C 0.93 2.74 2.19  -1.17
C 1.41 3.01 3.48  -0.95
C 1.85 1.98 4.29  -0.65
C 1.75 -0.92 1.99  -0.86
C 2.50 -1.80 2.77  -0.95
C 4.22 -1.73 6.13  -0.34
C 5.39 -2.18 6.73  -0.61
H 7.13 -3.47 6.57  0.39
H 6.53 -4.25 4.26  0.38
H 4.53 -3.35 3.14  0.32
H 0.69 1.24 0.63  0.68
H 0.47 3.55 1.61  0.67
H 1.44 4.03 3.85  0.44
H 2.19 2.13 5.32  0.51
H 1.78 -1.12 0.93  1.58
H 2.81 -2.76 2.39  0.35
H 3.54 -1.08 6.67  0.43
H 5.64 -1.83 7.73  0.38

5.
This record from the Open Molecules 2025 dataset describes a cluster of 5 separate species, C44H50Cl2F10N2O18S2 in total in a non-equilibrium geometry. The level of theory is ωB97M-V/def2-TZVPD.

- Kohn-Sham gap: 8.21 eV
- Highest occupied orbital energy: -7.976 eV
- Spin multiplicity: 1

Each line ends with the Mulliken charge.
Geometry (Å):
C 0.87 1.98 5.47  -0.28
O 2.08 1.98 4.73  -0.54
C 1.90 1.28 3.51  -0.85
C 1.42 2.27 2.40  -0.89
C 0.17 1.71 1.65  -0.78
C 0.20 2.14 0.16  0.53
C 0.13 3.49 -0.19  1.07
C -0.02 4.59 0.87  -1.41
C -1.36 4.37 1.64  -0.87
C -2.38 5.52 1.49  -1.15
S -2.30 6.66 2.90  1.28
O -3.45 6.50 3.73  -0.63
O -1.07 6.51 3.60  -0.58
O -2.38 8.15 2.25  -0.47
C 0.20 3.86 -1.54  0.39
C 0.17 5.30 -1.99  -1.58
C 1.43 6.07 -1.58  0.80
O 2.22 5.70 -0.75  -0.43
F 1.67 7.26 -2.21  -0.31
C 0.30 2.86 -2.49  0.84
C 0.35 1.52 -2.15  -1.82
C 0.31 1.13 -0.81  0.38
C 0.42 -0.37 -0.54  -0.82
O 1.79 -0.75 -0.60  -0.22
C 2.39 -0.86 0.69  0.50
N 0.45 0.48 -3.16  1.53
C 1.81 0.44 -3.66  0.09
Cl 3.04 1.52 -2.97  -0.16
C 2.31 -0.38 -4.59  0.59
C 3.76 -0.34 -5.05  -1.45
Cl 1.33 -1.60 -5.36  -0.17
C -0.56 0.71 -4.16  -0.87
C -0.71 1.92 -4.81  1.01
C -1.66 2.16 -5.77  -0.72
C -2.55 1.18 -6.13  -0.91
C -2.47 -0.04 -5.46  0.73
N -3.44 -1.03 -5.81  -0.36
C -1.50 -0.28 -4.50  -0.38
C -1.47 -1.62 -3.75  -0.65
C -1.60 -2.89 -4.63  -1.06
C -1.28 -4.11 -3.76  0.78
F -1.32 -5.20 -4.60  -0.37
F -0.01 -4.07 -3.30  -0.27
C -2.27 -4.30 -2.57  0.68
F -1.78 -3.74 -1.45  -0.29
F -3.46 -3.67 -2.80  -0.35
C -2.63 -5.78 -2.27  0.54
F -3.37 -6.33 -3.24  -0.29
F -1.47 -6.48 -2.19  -0.29
C -3.40 -6.02 -0.94  0.62
F -3.77 -7.31 -0.93  -0.26
F -4.54 -5.31 -0.87  -0.24
F -2.68 -5.78 0.15  -0.23
S 0.42 3.19 -4.26  -0.60
H 0.06 2.50 4.92  0.08
H 0.54 0.96 5.73  0.08
H 1.05 2.59 6.37  0.34
H 1.19 0.45 3.65  0.46
H 2.87 0.81 3.27  0.29
H 1.25 3.23 2.89  0.61
H 2.23 2.32 1.65  0.55
H -0.77 2.03 2.10  0.35
H 0.22 0.62 1.75  0.58
H 0.85 4.57 1.51  0.36
H -0.07 5.59 0.42  0.74
H -1.87 3.47 1.28  0.78
H -1.14 4.20 2.70  0.07
H -3.38 5.08 1.53  0.38
H -2.31 6.04 0.53  0.55
H -2.79 8.03 1.38  0.40
H 0.03 5.42 -3.07  0.60
H -0.69 5.80 -1.52  0.23
H -0.09 -0.69 0.37  0.73
H -0.07 -0.91 -1.37  -0.73
H 2.36 0.11 1.19  -0.37
H 1.91 -1.67 1.27  0.31
H 3.46 -1.14 0.60  -0.25
H 4.04 0.69 -5.27  0.42
H 4.43 -0.81 -4.32  0.20
H 3.81 -0.87 -6.01  0.43
H -1.72 3.14 -6.25  0.42
H -3.31 1.33 -6.90  0.44
H -4.11 -0.64 -6.48  0.03
H -4.00 -1.18 -4.97  0.24
H -0.48 -1.67 -3.27  0.45
H -2.21 -1.57 -2.94  0.53
H -2.63 -3.06 -4.96  0.43
H -0.99 -2.87 -5.54  0.68
C 7.13 -3.71 -0.82  -0.40
C 6.17 -3.11 -1.82  -0.34
O 5.15 -2.56 -0.98  -0.16
C 5.70 -2.33 0.23  0.59
O 5.16 -1.73 1.11  -0.59
O 6.94 -2.88 0.32  -0.38
H 8.16 -3.67 -1.16  0.30
H 6.88 -4.74 -0.56  0.27
H 6.62 -2.30 -2.41  0.27
H 5.75 -3.85 -2.50  0.30
C -1.04 -1.73 8.58  -0.38
C 0.22 -2.49 8.92  0.35
O 0.97 -2.43 7.70  -0.36
C 0.53 -1.35 7.01  0.63
O 1.05 -0.92 6.03  -0.55
O -0.58 -0.82 7.57  -0.32
H -1.45 -1.20 9.43  0.30
H -1.81 -2.38 8.15  0.28
H 0.80 -2.00 9.71  -0.30
H 0.03 -3.52 9.21  0.32
C 4.54 -0.42 12.04  -0.31
C 4.57 -1.75 11.34  -0.29
O 3.20 -2.17 11.40  -0.31
C 2.44 -1.06 11.54  0.66
O 1.25 -1.05 11.46  -0.60
O 3.20 0.03 11.79  -0.31
H 5.26 0.28 11.65  0.30
H 4.68 -0.51 13.12  0.27
H 4.86 -1.67 10.29  0.27
H 5.22 -2.47 11.83  0.28
C -7.40 -2.17 -8.35  -0.31
C -7.56 -1.63 -9.75  -0.34
O -6.66 -0.52 -9.76  -0.33
C -5.72 -0.75 -8.81  0.65
O -4.73 -0.10 -8.68  -0.50
O -6.05 -1.81 -8.04  -0.30
H -7.53 -3.25 -8.29  0.28
H -8.07 -1.69 -7.63  0.27
H -7.26 -2.35 -10.51  0.27
H -8.58 -1.30 -9.96  0.29

6.
This record from the Open Molecules 2025 dataset describes a structure of composition C32H29BrCl3CuGeN4O2S. The level of theory is ωB97M-V/def2-TZVPD.

- Kohn-Sham gap: 7.73 eV
- Highest occupied orbital energy: -8.334 eV
- Energy above the lowest of the compared OMol25 structures with the same formula, charge and spin: 0.00 kcal per mole
- Spin multiplicity: 1

Each line ends with the Mulliken charge.
Geometry (Å):
Cu 1.16 -1.16 -0.12  0.13
C -4.01 0.76 1.50  -0.90
C -4.51 1.06 0.11  1.37
C -5.87 0.98 -0.19  -0.70
C -6.37 1.32 -1.43  -0.68
C -5.50 1.74 -2.43  -0.62
C -4.14 1.79 -2.17  -0.66
C -3.65 1.45 -0.91  -0.39
N -2.25 1.53 -0.69  0.58
C -1.43 0.44 -0.44  -0.65
N -2.08 -0.76 -0.53  0.80
C -1.58 -2.08 -0.48  1.40
C -0.22 -2.42 -0.51  -1.01
C 0.13 -3.77 -0.42  0.32
C -0.82 -4.76 -0.31  -1.14
C -2.16 -4.41 -0.32  -0.84
C -2.56 -3.08 -0.40  1.38
C -4.02 -2.73 -0.42  -1.43
N -0.19 0.56 -0.14  0.70
C 0.35 1.88 -0.08  -1.77
C 0.95 2.41 -1.22  0.15
C 1.54 3.66 -1.18  -0.85
C 1.53 4.39 0.00  -0.80
C 0.91 3.86 1.12  -0.80
C 0.31 2.61 1.10  2.20
C -0.35 2.07 2.34  -1.96
H -4.79 0.95 2.23  0.60
H -3.14 1.37 1.75  -0.10
H -3.70 -0.28 1.61  0.13
H -6.55 0.67 0.60  0.43
H -7.43 1.26 -1.63  0.41
H -5.87 2.01 -3.41  0.40
H -3.44 2.08 -2.94  0.48
H -1.76 2.37 -0.95  0.33
H -3.03 -0.70 -0.83  -0.25
H 1.18 -4.04 -0.45  0.65
H -0.53 -5.80 -0.24  0.43
H -2.93 -5.17 -0.26  0.38
H -4.63 -3.62 -0.32  0.42
H -4.32 -2.24 -1.35  0.36
H -4.29 -2.05 0.40  0.16
H 0.98 1.82 -2.13  0.39
H 2.02 4.06 -2.07  0.43
H 1.99 5.37 0.04  0.42
H 0.90 4.43 2.04  0.45
H 0.30 2.21 3.21  0.51
H -0.57 1.01 2.26  0.12
H -1.29 2.59 2.55  0.40
S 1.43 -0.94 4.39  -0.17
C 0.38 -2.24 4.00  -0.30
C 0.31 -2.37 2.65  -0.64
N 1.07 -1.47 1.94  0.38
C 1.70 -0.65 2.75  -0.20
H -0.11 -2.83 4.75  0.48
H -0.27 -3.11 2.12  0.15
H 2.33 0.16 2.38  0.32
Cl 2.59 -0.11 -3.28  -0.31
Ge 1.16 -1.45 -2.42  1.02
Cl -0.65 -0.86 -3.42  -0.36
Cl 1.72 -3.36 -3.23  -0.31
Br 5.00 -2.45 -1.31  -0.16
C 5.81 -0.81 -0.78  0.27
C 7.16 -0.73 -1.07  -0.68
C 7.90 0.39 -0.73  -0.44
C 7.27 1.44 -0.07  -0.71
C 5.92 1.35 0.22  -0.47
C 5.16 0.24 -0.13  0.10
C 3.69 0.29 0.25  0.43
O 3.29 1.15 1.02  -0.77
O 2.99 -0.63 -0.29  -0.58
H 7.64 -1.56 -1.58  0.40
H 8.95 0.44 -0.97  0.38
H 7.83 2.33 0.20  0.39
H 5.41 2.15 0.74  0.41